# 1
Below is C19H34NO10S2 as an isolated structure at a distorted geometry, with properties calculated with the ωB97M-V functional and the def2-TZVPD basis.

Last column: Löwdin charge in e.
Element x y z (Å)
C1 -6.296 -3.304 -8.082  -0.02
C2 -5.040 -3.241 -9.067  -0.40
O1 -5.262 -3.479 -10.292  0.04
O2 -3.693 -2.981 -8.692  -0.08
C3 -3.550 -1.692 -8.022  -0.18
C4 -2.315 -1.842 -6.995  -0.16
C5 -2.504 -1.039 -5.613  -0.20
C6 -1.842 0.426 -5.608  -0.20
C7 -0.627 0.585 -4.522  -0.20
C8 -0.727 2.081 -3.951  -0.22
C9 0.240 2.401 -2.707  -0.18
C10 0.159 1.345 -1.500  -0.11
C11 -0.438 1.924 -0.127  -0.35
O3 -0.695 3.344 0.020  -0.18
S1 -1.552 3.340 1.496  0.82
O4 -1.627 4.739 2.032  -0.27
O5 -2.987 2.878 1.452  -0.28
O6 -0.488 2.272 2.272  -0.25
C12 0.265 1.489 1.273  -0.67
S2 -0.209 -0.293 1.509  0.82
C13 1.774 1.949 1.550  0.00
C14 2.351 1.445 2.967  -0.29
O7 1.625 0.955 3.878  0.06
O8 3.766 1.539 3.282  0.04
C15 3.930 1.874 4.676  -0.35
C16 4.874 1.016 5.673  0.01
O9 3.372 2.875 5.203  0.07
H1 -6.693 -2.231 -7.965  0.09
H2 -6.025 -3.759 -7.068  0.09
H3 -7.129 -3.899 -8.601  0.10
H4 -4.520 -1.333 -7.532  0.12
H5 -3.264 -0.889 -8.805  0.14
H6 -1.368 -1.560 -7.565  0.11
H7 -2.263 -2.968 -6.736  0.12
H8 -3.643 -0.982 -5.427  0.11
H9 -2.075 -1.672 -4.763  0.10
H10 -1.433 0.681 -6.643  0.11
H11 -2.676 1.189 -5.362  0.11
H12 -0.797 -0.240 -3.753  0.09
H13 0.355 0.406 -5.089  0.12
H14 -1.831 2.363 -3.767  0.12
H15 -0.383 2.778 -4.809  0.12
H16 0.051 3.489 -2.408  0.11
H17 1.323 2.377 -3.118  0.12
H18 -0.427 0.388 -1.743  0.11
H19 1.240 1.001 -1.267  0.12
H20 -1.446 1.364 -0.041  0.12
H21 -1.586 -0.229 1.786  -0.05
H22 2.485 1.600 0.705  0.14
H23 1.869 3.102 1.575  0.17
H24 5.726 1.725 5.965  0.11
H25 5.317 0.087 5.179  0.09
H26 4.308 0.693 6.614  0.06
C17 3.646 -1.904 7.486  0.04
C18 4.104 -1.343 8.792  -0.41
O10 5.104 -0.693 8.950  0.17
N1 3.340 -1.435 10.021  0.08
C19 2.318 -2.483 10.194  0.02
H27 4.516 -2.216 6.908  0.12
H28 3.004 -2.775 7.623  0.09
H29 3.099 -1.133 6.939  0.11
H30 2.944 -0.493 10.136  0.21
H31 4.074 -1.436 10.743  0.20
H32 1.524 -2.330 9.463  0.12
H33 1.915 -2.389 11.203  0.12
H34 2.791 -3.457 10.072  0.12

Output
**LUMO level**: -4.24 eV
**Spin multiplicity**: 1
**ΔE to the lowest compared entry with this formula, charge and spin**: 142.0 kcal per mole
**Net charge**: +1
**Gap between HOMO and LUMO**: 6.729 eV

# 2
Below is a 3-piece molecular cluster, C19H35BrN2O7 overall at a distorted geometry, with properties calculated with the ωB97M-V functional and the def2-TZVPD basis.

Last column: Löwdin charge in e.
Element x y z (Å)
C1 2.694 3.644 0.045  -0.14
C2 1.223 3.555 0.502  -0.70
Br1 1.066 3.438 2.448  0.74
C3 0.372 2.531 -0.281  -0.18
N1 0.368 1.136 0.162  -0.06
C4 1.644 0.570 0.598  -0.13
C5 1.576 -0.983 0.429  -0.20
O1 1.754 -1.666 1.662  -0.08
C6 -0.711 0.761 0.964  -0.47
O2 -0.773 0.745 2.166  0.13
O3 -1.802 0.288 0.212  0.08
C7 -2.966 0.977 0.455  -0.27
C8 -3.465 1.888 -0.453  0.00
C9 -4.640 2.516 -0.124  -0.16
N2 -5.380 2.336 0.952  0.07
C10 -4.890 1.460 1.821  -0.13
C11 -3.724 0.782 1.577  -0.01
H1 2.843 3.055 -0.864  0.06
H2 3.009 4.672 -0.127  0.08
H3 3.370 3.209 0.785  0.06
H4 0.804 4.532 0.259  0.08
H5 0.726 2.562 -1.320  0.12
H6 -0.647 2.926 -0.319  0.12
H7 1.789 0.724 1.673  0.10
H8 2.484 0.915 0.004  0.11
H9 2.413 -1.297 -0.198  0.11
H10 0.635 -1.299 -0.034  0.12
H11 1.316 -1.192 2.376  0.08
H12 -2.948 2.090 -1.382  0.12
H13 -5.006 3.253 -0.839  0.11
H14 -5.418 1.261 2.747  0.11
H15 -3.384 0.055 2.306  0.12
C12 1.215 0.177 -6.955  -0.11
O4 2.159 1.235 -6.938  -0.19
C13 1.614 2.456 -6.459  -0.21
C14 2.031 2.723 -5.029  -0.20
O5 1.448 1.788 -4.131  -0.20
C15 2.359 0.787 -3.712  -0.11
H16 1.755 -0.749 -7.144  0.09
H17 0.690 0.090 -6.000  0.08
H18 0.488 0.331 -7.759  0.09
H19 0.524 2.459 -6.551  0.13
H20 2.009 3.254 -7.096  0.13
H21 1.668 3.715 -4.740  0.12
H22 3.121 2.727 -4.940  0.13
H23 3.097 1.217 -3.024  0.08
H24 2.873 0.327 -4.559  0.09
H25 1.794 0.019 -3.185  0.09
C16 -2.758 -4.336 4.800  -0.11
O6 -2.078 -4.883 3.684  -0.19
C17 -1.155 -3.973 3.099  -0.20
C18 0.270 -4.291 3.496  -0.20
O7 0.489 -4.053 4.881  -0.19
C19 0.513 -5.243 5.647  -0.11
H26 -3.288 -5.146 5.299  0.09
H27 -2.065 -3.880 5.511  0.08
H28 -3.488 -3.589 4.470  0.09
H29 -1.408 -2.940 3.362  0.12
H30 -1.250 -4.077 2.013  0.13
H31 0.939 -3.624 2.945  0.10
H32 0.527 -5.320 3.227  0.13
H33 1.431 -5.807 5.446  0.09
H34 -0.356 -5.873 5.439  0.08
H35 0.499 -4.963 6.699  0.09

Output
**LUMO level**: 0.49 eV
**Spin multiplicity**: 1
**Gap between HOMO and LUMO**: 9.543 eV

# 3
Below is a 2-piece molecular cluster, C19H35FN2O2 overall, with properties calculated with the ωB97M-V functional and the def2-TZVPD basis.

Last column: Löwdin charge in e.
Element x y z (Å)
C1 -0.444 3.051 3.972  -0.08
C2 -0.407 1.581 4.446  -0.27
O1 -1.201 0.728 3.648  -0.18
C3 -2.584 0.978 3.762  -0.25
C4 -3.296 -0.022 2.864  -0.16
C5 -3.305 0.439 1.378  -0.18
C6 -2.902 -0.688 0.420  -0.18
C7 -2.479 -0.222 -0.981  -0.11
C8 -1.009 0.211 -1.182  -0.34
C9 -0.411 0.880 -0.010  -0.17
N1 0.157 1.389 0.849  0.24
C10 -0.084 -0.957 -1.597  -0.11
C11 -0.163 -2.245 -0.770  -0.40
C12 0.477 -2.126 0.616  -0.06
C13 0.633 -3.312 -1.552  -0.07
C14 -0.977 1.285 -2.312  -0.45
C15 -1.736 2.575 -1.967  0.02
F1 0.353 1.622 -2.528  0.04
C16 -1.511 0.717 -3.570  -0.14
N2 -1.775 0.283 -4.601  0.20
H1 0.535 3.512 4.067  0.07
H2 -1.189 3.608 4.540  0.07
H3 -0.735 3.038 2.922  0.05
H4 -0.733 1.497 5.491  0.11
H5 0.617 1.219 4.373  0.11
H6 -2.881 0.865 4.815  0.12
H7 -2.854 1.992 3.441  0.12
H8 -2.786 -0.984 2.941  0.11
H9 -4.313 -0.166 3.233  0.11
H10 -2.632 1.295 1.298  0.09
H11 -4.318 0.772 1.145  0.11
H12 -2.166 -1.340 0.886  0.09
H13 -3.791 -1.310 0.274  0.12
H14 -3.178 0.555 -1.295  0.12
H15 -2.636 -1.062 -1.662  0.13
H16 0.944 -0.595 -1.520  0.12
H17 -0.251 -1.213 -2.646  0.12
H18 -1.184 -2.631 -0.704  0.13
H19 1.531 -1.872 0.492  0.08
H20 0.412 -3.096 1.112  0.08
H21 0.007 -1.388 1.265  0.06
H22 0.728 -4.231 -0.975  0.08
H23 0.211 -3.497 -2.540  0.08
H24 1.651 -2.933 -1.696  0.07
H25 -1.938 2.675 -0.902  0.08
H26 -2.697 2.603 -2.483  0.09
H27 -1.170 3.433 -2.320  0.10
C17 5.977 -0.493 -1.483  -0.06
C18 4.666 -1.104 -1.950  -0.50
C19 4.045 -0.305 -3.085  -0.06
O2 3.749 -1.203 -0.860  -0.07
H28 5.812 0.520 -1.107  0.08
H29 6.405 -1.080 -0.670  0.08
H30 6.702 -0.443 -2.297  0.08
H31 4.840 -2.129 -2.279  0.14
H32 3.820 0.714 -2.756  0.08
H33 3.106 -0.760 -3.406  0.07
H34 4.715 -0.248 -3.944  0.08
H35 3.570 -0.312 -0.540  0.09

Output
**LUMO level**: 0.78 eV
**Spin multiplicity**: 1
**Gap between HOMO and LUMO**: 10.377 eV

# 4
Below is C19H35N3OP2RhS4 as an isolated structure at a distorted geometry, with properties calculated with the ωB97M-V functional and the def2-TZVPD basis.

Last column: Löwdin charge in e.
Element x y z (Å)
Rh1 -0.425 0.258 -0.364  0.27
C1 -2.108 -2.631 -1.239  -0.21
P1 -2.318 -0.952 -0.636  0.74
C2 -3.636 -0.220 -1.625  -0.24
C3 -3.022 -1.073 1.016  -0.37
C4 -3.999 -2.010 1.345  -0.04
C5 -4.531 -2.024 2.626  -0.01
C6 -4.091 -1.111 3.580  -0.02
C7 -3.117 -0.178 3.256  -0.05
C8 -2.587 -0.160 1.967  -0.37
P2 -1.339 1.031 1.476  0.79
C9 -0.189 1.165 2.841  -0.20
C10 -2.191 2.609 1.335  -0.18
H1 -3.090 -3.076 -1.405  0.07
H2 -1.545 -3.212 -0.512  0.04
H3 -1.570 -2.624 -2.188  0.07
H4 -4.523 -0.840 -1.482  0.08
H5 -3.379 -0.201 -2.685  0.05
H6 -3.850 0.795 -1.296  0.05
H7 -4.355 -2.725 0.615  0.12
H8 -5.291 -2.749 2.883  0.13
H9 -4.506 -1.128 4.579  0.13
H10 -2.783 0.522 4.012  0.12
H11 -0.695 1.642 3.682  0.08
H12 0.665 1.775 2.548  0.05
H13 0.163 0.172 3.118  0.05
H14 -2.730 2.769 2.271  0.08
H15 -2.904 2.595 0.512  0.06
H16 -1.475 3.423 1.206  0.05
S1 -1.083 1.473 -2.203  0.67
C11 -0.338 3.030 -2.405  -1.03
N1 -0.451 4.047 -1.597  -0.01
C12 0.126 5.334 -2.025  -0.14
C13 0.829 5.088 -3.373  -0.34
S2 0.537 3.343 -3.830  1.04
H17 -0.986 3.971 -0.745  0.12
H18 0.819 5.692 -1.266  0.13
H19 -0.673 6.067 -2.123  0.14
H20 1.902 5.247 -3.318  0.09
H21 0.424 5.712 -4.165  0.09
S3 0.574 -1.622 0.772  0.71
C14 1.790 -2.734 0.243  -0.72
N2 1.981 -3.775 1.031  0.04
C15 2.961 -4.846 0.770  -0.12
C16 3.274 -4.909 -0.714  -0.14
C17 3.594 -3.524 -1.245  -0.13
N3 2.523 -2.589 -0.855  0.04
H22 1.428 -3.816 1.874  0.14
H23 2.523 -5.781 1.112  0.14
H24 3.858 -4.659 1.361  0.14
H25 2.423 -5.324 -1.256  0.13
H26 4.126 -5.567 -0.874  0.14
H27 3.658 -3.527 -2.330  0.13
H28 4.545 -3.164 -0.849  0.13
H29 2.306 -1.815 -1.455  0.11
C18 3.525 2.580 0.795  -0.22
S4 2.526 2.191 -0.618  0.90
C19 3.445 0.799 -1.230  -0.23
O1 1.233 1.624 -0.025  -0.71
H30 3.660 1.690 1.410  0.08
H31 3.021 3.366 1.355  0.07
H32 4.484 2.954 0.431  0.08
H33 4.374 1.158 -1.676  0.08
H34 2.833 0.332 -2.002  0.05
H35 3.648 0.112 -0.408  0.07

Output
**LUMO level**: -9.86 eV
**Spin multiplicity**: 1
**ΔE to the lowest compared entry with this formula, charge and spin**: 0.0 kcal per mole
**Net charge**: +3
**Gap between HOMO and LUMO**: 7.148 eV